Record 1
C14H24AlBBr3Cl4LiNO8S | ωB97M-V with the def2-TZVPD basis set

HOMO	-15.583	eV
strongest force on any atom	11.4	eV/Å
total charge	+3
calculated total energy	-11438.9058	a.u.

Structure (XYZ):
```
58
C14H24AlBBr3Cl4LiNO8S (ωB97M-V with the def2-TZVPD basis set)
C -2.8058 -3.1443 -1.5549
C -1.9559 -2.0642 -1.1666
B -0.7156 -0.9618 -0.9209
O 0.2359 -1.2051 -2.0598
C 0.8260 -2.5173 -1.7521
C 1.0694 -2.3375 -0.1181
C 2.7126 -2.0763 -0.0871
C 0.6391 -3.5928 0.8761
C 0.0398 -3.0506 2.3260
N -0.7423 -3.8927 3.0971
O 0.1839 -1.1885 0.2438
H -3.2515 -4.0939 -2.1246
H -1.3021 0.0586 -0.9084
H 0.2744 -3.5014 -2.1231
H 1.7904 -2.5163 -2.4426
H 2.9353 -1.4337 0.8854
H 3.2332 -3.1180 0.0306
H 3.1117 -1.5068 -1.0321
H -0.1493 -4.2900 0.3154
H 1.6000 -4.2874 1.0161
H 0.2089 -1.9497 2.7403
H -0.8362 -4.8094 2.6002
C 0.1642 2.6517 -1.4754
C 0.9899 3.4316 -0.4557
O 0.6042 4.7935 -0.6264
S -0.9610 4.8479 -1.0820
O -1.7650 5.0949 0.0943
O -1.0597 5.6427 -2.2840
O -1.1186 3.2759 -1.4847
H 0.5927 2.7389 -2.4791
H 0.0721 1.5950 -1.2106
H 2.0647 3.3127 -0.6117
H 0.7357 3.1343 0.5672
O -2.3812 8.5550 -1.9931
H -2.9894 8.9310 -2.6471
H -2.0567 7.7447 -2.4140
Li -1.9346 -2.9838 -3.6073
C 0.4223 -3.5807 5.9529
C 1.9168 -3.6011 6.1327
O 2.6606 -4.0227 5.2485
C 2.4658 -3.0855 7.4360
H 0.1702 -3.9818 4.9656
H -0.0520 -4.2038 6.7152
H 0.0543 -2.5537 6.0177
H 2.0825 -3.6866 8.2644
H 2.1889 -2.0364 7.5669
H 3.5585 -3.1607 7.4246
C -1.4680 -6.6655 -6.4229
Cl 0.2415 -6.7976 -6.9073
Cl -1.7406 -5.0941 -5.6288
Cl -2.5055 -6.7895 -7.8662
Cl -1.8675 -7.9810 -5.2896
Al 0.4348 -0.0716 1.7500
C -1.3099 12.2844 -2.2909
Br -2.7568 12.7578 -1.0799
Br -1.7511 12.6935 -4.1408
Br 0.3769 13.0907 -1.7536
H -1.1806 11.1990 -2.2257
```



Record 2
C12H9Cl2FN3 | ωB97M-V with the def2-TZVPD basis set

HOMO	-11.749	eV
strongest force on any atom	2.7	eV/Å
total charge	+1
energy above the lowest of the compared OMol25 structures with the same formula, charge and spin	0.000	eV
calculated total energy	-1646.9028	a.u.

Structure (XYZ):
```
27
C12H9Cl2FN3 (ωB97M-V with the def2-TZVPD basis set)
C 1.7261 -1.1234 0.2332
C 2.2086 -0.8889 1.5620
N 2.5757 -0.6796 2.6413
N 2.3435 -0.1952 -0.7658
C 2.1153 -0.5272 -2.0731
C 2.4015 0.3725 -3.0825
C 2.7406 1.6915 -2.7491
C 2.7659 2.0645 -1.4056
C 2.4902 1.1196 -0.4259
H 1.8394 -2.1560 -0.0581
H 1.7721 -1.5618 -2.2093
H 2.3805 -0.0056 -4.1079
H 2.9619 2.4072 -3.5445
H 3.0335 3.0724 -1.0925
H 2.4687 1.3602 0.6410
Cl -1.6480 1.3489 -0.5049
C -2.5279 0.4224 0.6015
N -1.8224 -0.4895 1.2485
F 0.3595 -0.8428 0.1614
C -2.4435 -1.3717 2.0113
Cl -1.4374 -2.6000 2.5812
C -3.7956 -1.2617 2.3423
C -4.5189 -0.2169 1.7559
C -3.8849 0.6358 0.8457
H -4.1875 -1.9766 3.0543
H -5.5659 -0.0653 2.0056
H -4.3510 1.4670 0.3343
```



Record 3
C7H12F2N2Si | ωB97M-V with the def2-TZVPD basis set

HOMO	-9.135	eV
strongest force on any atom	4.3	eV/Å
total charge	0
energy above the lowest of the compared OMol25 structures with the same formula, charge and spin	1.468	eV
calculated total energy	-872.6510	a.u.

Structure (XYZ):
```
24
C7H12F2N2Si (ωB97M-V with the def2-TZVPD basis set)
C -1.5254 -1.2105 1.5303
Si -1.2882 -0.0023 0.0234
C -0.5629 -0.9922 -1.4972
C -2.8513 1.1066 -0.5859
C 0.2769 1.1815 0.3607
F 0.4915 1.5855 1.6989
F 0.1284 2.3388 -0.3375
N 1.4832 0.5605 0.0495
C 1.9145 -0.6186 0.6527
C 3.2002 -0.8144 0.2539
N 3.6323 0.2167 -0.4810
C 2.6209 1.0277 -0.5800
H -2.0489 -2.1224 1.2580
H -0.4970 -1.3265 1.8867
H -2.0746 -0.7908 2.3603
H -0.8794 -2.0032 -1.2827
H -0.9348 -0.6029 -2.4256
H 0.4542 -0.9017 -1.5659
H -2.7746 1.2783 -1.5865
H -3.8437 0.7884 -0.3307
H -2.7248 2.1513 -0.1523
H 1.2737 -1.2950 1.2294
H 3.9361 -1.4254 0.7119
H 2.5937 1.8706 -1.1907
```



Asked for Kohn-Sham gap across the records above, the calculation gives 0.85 6.59 9.82 eV in order.